The following is a DFT calculation (ωB97M-V/def2-TZVPD) of a single C2H3BrN2O3 molecule at a distorted geometry.

The value obtained for the largest force on an atom is 0.100 Eh/bohr. For the LUMO energy, the calculation gives -0.4 eV. The gap between HOMO and LUMO comes out at 9.9 eV. Its relative energy (zero: lowest compared OMol25 entry of this formula, charge and spin) is 0.0 kJ/mol. Its SMILES is NC(=O)[C@H](Br)[N+](=O)[O-]. Its total charge is 0.

Last column: Löwdin charge in e.
Element x y z (Å)
N (0.31093, -0.63772, -1.73898)  0.15
C (0.22942, -0.95456, -0.48552)  -0.57
O (-0.66836, -1.42064, 0.12375)  0.10
C (1.65555, -0.53912, 0.42982)  -0.49
Br (2.11253, 1.34084, 0.14663)  0.76
N (2.65143, -1.40622, -0.12850)  -0.51
O (2.89083, -2.42694, 0.45240)  0.12
O (3.12059, -1.00226, -1.12458)  0.03
H (1.30548, -0.28876, -2.04003)  0.13
H (-0.46041, -0.58154, -2.43110)  0.15
H (1.35772, -0.76465, 1.49162)  0.13

---

The following is a DFT calculation (ωB97M-V/def2-TZVPD) of 2 unconnected molecules or ions with the total composition C2H3BrO at a distorted geometry.

The value obtained for the largest force on an atom is 0.056 Eh/bohr. For the LUMO energy, the calculation gives 0.7 eV. The gap between HOMO and LUMO comes out at 10.9 eV. Its relative energy (zero: lowest compared OMol25 entry of this formula, charge and spin) is 63.9 kJ/mol. Its total charge is 0.

Last column: Löwdin charge in e.
Element x y z (Å)
C (0.59900, -2.44906, -1.60783)  -0.07
C (-0.20377, 1.12172, 0.47540)  -0.52
O (1.11543, -2.54377, -0.62861)  0.00
Br (-1.37820, -0.43512, 0.13177)  0.50
H (-0.01631, 1.00945, 1.55843)  0.00
H (-0.73945, 2.19229, 0.35093)  0.07
H (0.62330, 1.10450, -0.28010)  0.02

---

The following is a DFT calculation (ωB97M-V/def2-TZVPD) of 2 unconnected molecules or ions with the total composition C2H3BrO at a distorted geometry.

The value obtained for the largest force on an atom is 0.080 Eh/bohr. For the LUMO energy (spin up / spin down), the calculation gives -1.2 / -0.1 eV. The gap between HOMO and LUMO (spin up / spin down) comes out at 7.8 / 8.8 eV. Its relative energy (zero: lowest compared OMol25 entry of this formula, charge and spin) is 373.2 kJ/mol. Its total charge is 0.

Last column: Löwdin charge in e.
Element x y z (Å)
C (-3.25509, 0.73864, -0.79346)  -0.68
C (-0.07613, 0.64864, 0.62833)  0.08
O (-3.34531, 1.91366, -0.96487)  -0.01
Br (-4.25043, -0.50416, 0.18958)  0.67
H (-0.01175, 0.25137, 1.57863)  -0.05
H (0.16900, 1.72912, 0.70199)  0.01
H (-0.19050, 0.09973, -0.28657)  -0.02

---

The following is a DFT calculation (ωB97M-V/def2-TZVPD) of a single C2H3BrO2 molecule at a distorted geometry.

The value obtained for the largest force on an atom is 0.066 Eh/bohr. For the LUMO energy (spin up / spin down), the calculation gives -0.5 / -0.5 eV. The gap between HOMO and LUMO (spin up / spin down) comes out at 8.8 / 8.8 eV. Its relative energy (zero: lowest compared OMol25 entry of this formula, charge and spin) is 551.7 kJ/mol. Its total charge is 0.

Last column: Löwdin charge in e.
Element x y z (Å)
C (0.28341, 0.20628, 0.42322)  -0.22
C (-0.43660, -0.16342, -0.80260)  -0.59
O (-0.29891, 0.12703, 1.51004)  -0.07
O (0.44031, -0.12039, 2.53859)  -0.13
Br (0.53515, 0.52253, -2.25825)  0.73
H (1.28593, 0.58820, 0.33317)  0.12
H (-1.45967, 0.07400, -0.99130)  0.07
H (-0.34961, -1.23424, -0.75287)  0.08

---

The following is a DFT calculation (ωB97M-V/def2-TZVPD) of a molecular structure, C2H3BrS2 at a distorted geometry.

The value obtained for the largest force on an atom is 0.068 Eh/bohr. For the LUMO energy (spin up / spin down), the calculation gives 0.6 / -3.0 eV. As for the expectation value of S²: 2.01. The gap between HOMO and LUMO (spin up / spin down) comes out at 7.3 / 6.5 eV. Its relative energy (zero: lowest compared OMol25 entry of this formula, charge and spin) is 25.8 kJ/mol. The spin multiplicity is 3. Its total charge is 0.

Last column: Löwdin charge in e.
Element x y z (Å)
C (-0.04389, -0.46730, -0.20448)  -1.30
C (-0.60718, 0.67493, 0.44494)  -0.77
S (-0.86636, -1.80328, -0.76896)  0.74
S (1.72547, -0.31267, -0.40167)  0.64
Br (0.52912, 2.20598, 0.79180)  0.64
H (-0.80463, 0.32245, 1.42148)  0.03
H (-1.60893, 0.91323, -0.10679)  0.11
H (1.67640, -1.53334, -1.17633)  -0.09

---

The following is a DFT calculation (ωB97M-V/def2-TZVPD) of a molecular structure, C2H3CaO at a distorted geometry.

The value obtained for the largest force on an atom is 0.030 Eh/bohr. For the LUMO energy (spin up / spin down), the calculation gives -5.0 / -5.1 eV. The gap between HOMO and LUMO (spin up / spin down) comes out at 6.3 / 6.2 eV. Its relative energy (zero: lowest compared OMol25 entry of this formula, charge and spin) is 412.1 kJ/mol. Its total charge is +1.

Last column: Löwdin charge in e.
Element x y z (Å)
O (-0.54354, 0.60025, 0.14937)  -0.34
C (0.09279, 1.65919, -0.38105)  -0.12
Ca (2.23236, 0.54150, 0.23247)  1.45
H (-1.52035, 0.58943, 0.17613)  0.16
C (0.18224, -0.79487, -0.01366)  -0.20
H (-0.16929, -1.21961, -0.96374)  0.03
H (-0.27420, -1.37590, 0.80049)  0.03

---

The following is a DFT calculation (ωB97M-V/def2-TZVPD) of a single C2H3Cl molecule at a distorted geometry.

The value obtained for the largest force on an atom is 0.039 Eh/bohr. For the LUMO energy, the calculation gives 1.2 eV. The gap between HOMO and LUMO comes out at 10.8 eV. Its relative energy (zero: lowest compared OMol25 entry of this formula, charge and spin) is 19.5 kJ/mol. Its SMILES is C=CCl. Its total charge is 0.

Last column: Löwdin charge in e.
Element x y z (Å)
C (0.34771, 0.06584, -1.60708)  -0.09
C (-0.39517, -0.29180, -0.55165)  -0.72
Cl (0.01213, 0.12125, 1.03055)  0.61
H (1.31306, 0.55864, -1.38445)  0.06
H (0.04773, -0.28389, -2.64103)  0.08
H (-1.28230, -0.98029, -0.54144)  0.07

---

The following is a DFT calculation (ωB97M-V/def2-TZVPD) of a single C2H3Cl2F2N molecule at a distorted geometry.

The value obtained for the largest force on an atom is 0.101 Eh/bohr. For the LUMO energy (spin up / spin down), the calculation gives -2.7 / -2.6 eV. The gap between HOMO and LUMO (spin up / spin down) comes out at 8.1 / 7.9 eV. Its relative energy (zero: lowest compared OMol25 entry of this formula, charge and spin) is 171.4 kJ/mol. Its total charge is 0.

Last column: Löwdin charge in e.
Element x y z (Å)
C (0.10017, -0.05140, -0.11666)  0.03
C (1.45654, -0.60942, -0.24869)  -0.68
N (2.27764, -0.56915, 0.89936)  -0.32
F (1.39152, -1.91848, -0.79311)  0.02
F (2.05572, 0.09070, -1.30885)  0.00
Cl (3.83777, -0.73816, 0.63677)  0.70
Cl (5.12807, 0.92601, -0.19772)  0.01
H (-0.44512, -0.65134, 0.43427)  0.04
H (0.30925, 0.81581, 0.44990)  0.10
H (-0.39935, -0.00750, -1.04723)  0.10

---

The following is a DFT calculation (ωB97M-V/def2-TZVPD) of a single C2H3Cl2N molecule at a distorted geometry.

The value obtained for the largest force on an atom is 0.134 Eh/bohr. For the LUMO energy (spin up / spin down), the calculation gives 0.7 / -5.1 eV. As for the expectation value of S²: 2.01. The gap between HOMO and LUMO (spin up / spin down) comes out at 6.3 / 5.0 eV. Its relative energy (zero: lowest compared OMol25 entry of this formula, charge and spin) is 183.5 kJ/mol. The spin multiplicity is 3. Its total charge is 0.

Last column: Löwdin charge in e.
Element x y z (Å)
C (0.60217, -0.45087, -0.36148)  -0.86
C (-0.55375, -0.67877, 0.52555)  -0.61
N (0.54944, 0.34070, -1.29509)  0.07
Cl (2.14454, -1.48356, 0.08418)  0.43
Cl (-1.72345, -1.76705, -0.32358)  0.73
H (-0.95800, 0.19915, 0.80914)  0.04
H (-0.33054, -0.97195, 1.58313)  0.11
H (1.42543, 0.56503, -1.84831)  0.09

---

The following is a DFT calculation (ωB97M-V/def2-TZVPD) of a single C2H3Cl2NS molecule at a distorted geometry.

The value obtained for the largest force on an atom is 0.062 Eh/bohr. For the LUMO energy, the calculation gives -0.1 eV. The gap between HOMO and LUMO comes out at 9.1 eV. Its relative energy (zero: lowest compared OMol25 entry of this formula, charge and spin) is 99.6 kJ/mol. Its SMILES is S/N=C\C(Cl)Cl. Its total charge is 0.

Last column: Löwdin charge in e.
Element x y z (Å)
S (-1.13693, -1.54956, -1.23538)  0.73
N (-1.48474, -0.76708, 0.18871)  -0.39
C (-0.67843, 0.13366, 0.70255)  -0.35
C (0.70429, 0.54024, 0.32629)  -1.08
Cl (1.96127, -0.82586, 0.31498)  0.50
Cl (0.82383, 1.47962, -1.14482)  0.60
H (-0.11420, -0.90554, -1.82177)  -0.18
H (-1.09510, 0.70520, 1.51541)  0.10
H (1.02000, 1.18931, 1.15401)  0.05

---

The following is a DFT calculation (ωB97M-V/def2-TZVPD) of a molecular structure, C2H3Cl2NSSi at a distorted geometry.

The value obtained for the largest force on an atom is 0.133 Eh/bohr. For the LUMO energy, the calculation gives -2.7 eV. The gap between HOMO and LUMO comes out at 8.2 eV. Its relative energy (zero: lowest compared OMol25 entry of this formula, charge and spin) is 280.0 kJ/mol. Its total charge is 0.

Last column: Löwdin charge in e.
Element x y z (Å)
C (0.08015, 2.33196, -0.24085)  -0.35
C (0.97370, -0.64204, -0.08478)  -0.27
N (1.02601, 2.87965, 0.05189)  0.02
Si (-0.93851, -0.69304, 0.24766)  -0.56
S (-1.73373, 0.96774, -0.94190)  0.48
Cl (-1.85348, -0.57552, 2.06587)  0.30
Cl (-1.56239, -2.36022, -0.81210)  0.28
H (1.56235, -1.10191, 0.91517)  0.11
H (1.10885, -1.24241, -0.96384)  -0.01
H (1.33706, 0.43579, -0.23712)  0.00

---

The following is a DFT calculation (ωB97M-V/def2-TZVPD) of a single C2H3Cl2NSSi molecule at a distorted geometry.

The value obtained for the largest force on an atom is 0.038 Eh/bohr. For the LUMO energy, the calculation gives 0.2 eV. The gap between HOMO and LUMO comes out at 10.5 eV. Its relative energy (zero: lowest compared OMol25 entry of this formula, charge and spin) is 33.6 kJ/mol. Its SMILES is C[Si](Cl)(Cl)SC#N. Its total charge is 0.

Last column: Löwdin charge in e.
Element x y z (Å)
C (-1.34747, -0.69335, 0.02187)  -0.24
Si (0.53361, -0.83900, 0.01797)  -0.45
Cl (1.31080, -0.55152, -1.86447)  0.31
Cl (1.18637, -2.57050, 0.86694)  0.32
S (1.50296, 0.86740, 1.10642)  0.64
C (1.17256, 2.18684, 0.09471)  -0.76
N (0.82314, 3.16421, -0.38769)  0.09
H (-2.07376, -1.22495, 0.58570)  0.02
H (-1.37277, 0.24190, 0.59428)  0.01
H (-1.73546, -0.58102, -1.03573)  0.06